Record 1
16
Properties=species:S:1:pos:R:3 method="wB97M-V/def2-TZVPD" spin_multiplicity=1 fmax_ev_per_a=3.6 mol_weight_g_mol=160.2 gap_ha="0.281 / 0.268" e_above_lowest_ev=2.587 total_charge=0
C 1.16549 -0.62144 -0.33781
C 2.23677 -1.58607 -0.08196
C -0.93232 1.33611 1.43686
C -1.41193 -0.19752 -1.33187
O -2.08138 1.95392 1.70651
F -0.72561 0.66202 -2.01751
F -2.50168 0.32911 -0.86227
F -1.64420 -1.22148 -2.14388
S -0.31600 -0.81787 0.17896
H 1.48098 0.17107 -1.03145
H 2.08321 -2.15374 0.88655
H 3.08625 -0.92765 0.22917
H 2.57686 -2.12846 -0.99127
H -0.03477 1.81472 0.95700
H -2.30328 2.67889 1.13595
H -0.67839 0.70840 2.26703



Record 2
18
Properties=species:S:1:pos:R:3 method="wB97M-V/def2-TZVPD" spin_multiplicity=1 fmax_ev_per_a=4.2 mol_weight_g_mol=103.1 gap_ha=0.427 e_above_lowest_ev=1.570 total_charge=+1
C -1.23134 0.73260 -0.34221
C -2.33739 -0.22772 -0.45313
C 1.30904 0.58965 -0.26428
N -1.20216 1.94992 -0.05354
N 1.37208 1.82272 0.20920
N 2.23309 -0.31732 -0.59372
N 0.06713 0.07141 -0.48994
H -2.51759 -0.90673 0.39819
H -3.34694 0.37489 -0.44985
H -2.15068 -1.06466 -1.22765
H 2.04006 -1.97346 1.31980
H -2.16346 2.31680 0.04768
H 1.32474 -2.15998 1.72718
H 2.14253 2.15160 0.72834
H 0.48394 2.37777 0.34633
H 1.98348 -1.04070 -1.21105
H 3.17574 0.08050 -0.62014
H -0.11492 -0.71089 -1.06961



Record 3
103
Properties=species:S:1:pos:R:3 method="wB97M-V/def2-TZVPD" spin_multiplicity=1 fmax_ev_per_a=1.4 mol_weight_g_mol=706.5 gap_ha=0.237 total_charge=-1
C -4.73419 -1.18954 1.61048
O -4.57606 0.13567 1.15483
C -4.48051 0.25540 -0.24515
C -3.21295 -0.29345 -0.89660
C -1.89747 0.25356 -0.34414
C -1.43881 -0.26374 1.01404
C -1.15841 -1.76358 1.05050
C 0.23407 -2.09385 0.56845
O 1.14961 -1.41721 1.40188
B 1.42546 -2.24058 2.60529
O 0.99872 -3.61997 2.12158
C 0.69181 -3.56235 0.76606
C -0.27202 -4.72765 0.45069
C -1.40821 -4.42655 -0.50814
F -2.62856 -4.34189 0.19246
P 2.19799 -3.97727 -0.26898
O 2.88328 -5.14029 0.66864
Br 3.62083 -2.23234 -0.11934
H -4.14186 -1.91353 1.05856
H -4.39504 -1.22152 2.63741
H -5.77490 -1.51018 1.56573
H -4.50935 1.32338 -0.44847
H -5.36042 -0.16126 -0.74455
H -3.25085 -1.37907 -0.91372
H -3.27576 0.01679 -1.93792
H -1.12690 0.00840 -1.07018
H -1.97824 1.34048 -0.31586
H -2.14089 -0.03343 1.80387
H -0.52775 0.26420 1.27049
H -1.30639 -2.11506 2.06264
H -1.92677 -2.25404 0.46477
H 0.44762 -1.68893 -0.42786
H 2.56143 -2.15161 3.04237
H 0.64460 -2.00129 3.54314
H 0.30866 -5.52056 -0.02178
H -0.65129 -5.14630 1.36798
H -1.25951 -3.50703 -1.06547
H -1.54797 -5.22332 -1.23276
H 3.51066 -5.58802 0.07540
C 1.34005 0.62244 -3.53893
O 0.96262 0.80346 -2.18911
C 2.07781 0.81308 -1.29744
C 2.46757 2.22041 -0.91231
O 2.94046 2.98191 -2.02046
C 1.94027 3.82054 -2.56572
H 0.48136 0.87414 -4.16278
H 2.17947 1.26482 -3.81646
H 1.61358 -0.42353 -3.72006
H 2.92442 0.28221 -1.73892
H 1.78072 0.27146 -0.39372
H 3.27984 2.17454 -0.18170
H 1.61923 2.72700 -0.44202
H 1.77258 4.68672 -1.91549
H 0.99827 3.28489 -2.70349
H 2.28913 4.16998 -3.53770
C 1.09789 -5.99093 -4.20121
O 0.43639 -4.87072 -3.64941
C 1.05853 -3.63414 -3.96872
C 0.33645 -2.92371 -5.09281
O 0.41311 -3.64161 -6.32023
C -0.75314 -4.39071 -6.60090
H 0.42374 -6.84388 -4.12500
H 1.35496 -5.83503 -5.25200
H 2.00865 -6.21052 -3.63282
H 2.11207 -3.78430 -4.22131
H 1.01821 -3.01270 -3.06898
H 0.81001 -1.95252 -5.26010
H -0.70836 -2.74655 -4.81894
H -1.55921 -3.73212 -6.94489
H -1.09344 -4.95073 -5.72699
H -0.51091 -5.09444 -7.39679
C 2.32944 3.10046 6.80825
O 3.55490 2.39477 6.83051
C 3.43329 1.08165 7.36008
C 3.33861 0.02924 6.27495
O 2.15711 0.16001 5.51590
C 2.35401 0.80136 4.26401
H 2.46073 3.97039 6.16581
H 1.51783 2.48763 6.41091
H 2.06709 3.44379 7.81680
H 2.56349 1.01606 8.02173
H 4.32943 0.89360 7.96168
H 3.31031 -0.95807 6.74872
H 4.22135 0.06584 5.62861
H 2.82667 0.11555 3.55588
H 2.96380 1.70411 4.37194
H 1.37589 1.07817 3.87495
C -1.05988 4.41442 -0.55495
O -0.78251 5.77523 -0.85412
C -1.80060 6.40535 -1.61030
C -2.70859 7.25113 -0.74313
O -3.44924 6.46547 0.17564
C -2.90038 6.45569 1.48223
H -0.37014 4.09793 0.22542
H -2.08221 4.27547 -0.19792
H -0.89679 3.79256 -1.44016
H -2.38673 5.66417 -2.16252
H -1.30704 7.05611 -2.34002
H -3.43232 7.76401 -1.38520
H -2.12557 8.01294 -0.21599
H -3.11798 7.39926 1.99540
H -1.82088 6.29327 1.46540
H -3.36915 5.64048 2.03056